Record 1
The following is a quantum chemistry calculation of a molecular structure, C25H29N2PRhSSe2, from the OMol25 dataset.

Output
- ⟨S²⟩: 6.04
- Max |F|: 0.008 Eh/bohr
- Molar mass: 681.388 g mol⁻¹
- Total charge: -1
- Orbital gap (spin up / spin down): 5.192 / 6.588 eV
- Total energy: -183201.1039 eV
- Multiplicity: 5
- Energy relative to the best compared isomer or geometry (same formula, charge and spin): 0.0 kJ/mol

Element x y z (Å)
Rh (-0.262, -0.168, -0.411)
C (-1.459, -3.106, -1.091)
C (-2.729, -2.281, -0.931)
N (-2.464, -0.998, -0.290)
C (-3.325, 0.091, -0.735)
C (-3.090, 0.470, -2.202)
S (-1.355, 0.439, -2.775)
C (-1.325, -1.146, -3.684)
C (-0.353, -2.198, -3.141)
N (-0.373, -2.357, -1.702)
H (-1.104, -3.404, -0.101)
H (-1.697, -4.023, -1.653)
H (-3.172, -2.088, -1.908)
H (-3.466, -2.870, -0.372)
H (-2.445, -1.076, 0.725)
H (-4.394, -0.149, -0.623)
H (-3.112, 0.961, -0.115)
H (-3.660, -0.158, -2.887)
H (-3.405, 1.503, -2.331)
H (-2.341, -1.535, -3.723)
H (-1.038, -0.920, -4.712)
H (-0.555, -3.147, -3.665)
H (0.662, -1.897, -3.405)
H (0.504, -2.748, -1.382)
Se (-0.365, -0.711, 2.376)
P (-0.424, 2.227, 0.079)
Se (-1.779, 3.522, -1.068)
C (-0.577, 2.785, 1.835)
C (0.491, 2.647, 2.721)
C (0.365, 3.016, 4.051)
C (-0.843, 3.510, 4.527)
C (-1.917, 3.636, 3.657)
C (-1.780, 3.283, 2.319)
C (1.273, 2.886, -0.281)
C (2.257, 2.057, -0.800)
C (3.525, 2.547, -1.102)
C (3.823, 3.881, -0.879)
C (2.845, 4.723, -0.355)
C (1.585, 4.230, -0.064)
H (1.428, 2.232, 2.368)
H (1.209, 2.902, 4.720)
H (-0.945, 3.795, 5.567)
H (-2.864, 4.022, 4.015)
H (-2.604, 3.419, 1.628)
H (2.042, 1.003, -0.960)
H (4.279, 1.880, -1.504)
H (4.809, 4.266, -1.108)
H (3.068, 5.769, -0.179)
H (0.816, 4.891, 0.321)
C (0.697, -1.409, 1.054)
C (1.439, -2.609, 1.030)
C (2.368, -2.848, -0.025)
C (3.080, -4.028, -0.122)
C (2.918, -5.037, 0.828)
C (2.041, -4.814, 1.893)
C (1.328, -3.637, 2.007)
H (2.543, -2.046, -0.737)
H (3.782, -4.161, -0.938)
H (3.471, -5.965, 0.750)
H (1.919, -5.579, 2.653)
H (0.654, -3.477, 2.840)

Atoms 1-2, force components in eV/Å:
Rh -0.2 0.1 0.1
C 0.1 0.0 0.0

Record 2
The following is a quantum chemistry calculation of 8 unconnected molecules or ions with the total composition C22H61BF4N11O10 in a non-equilibrium geometry, from the OMol25 dataset.

Output
- Max |F|: 0.054 Eh/bohr
- Molar mass: 726.601 g mol⁻¹
- Total charge: -1
- Orbital gap: 8.297 eV
- Total energy: -72223.8788 eV
- Energy relative to the best compared isomer or geometry (same formula, charge and spin): 99.4 kJ/mol

Element x y z (Å)
B (0.260, 0.289, 1.692)
F (0.261, -1.040, 2.201)
F (1.166, 0.328, 0.610)
F (-0.999, 0.724, 1.287)
F (0.697, 1.114, 2.747)
C (-4.086, -0.593, 2.370)
O (-5.268, -0.890, 2.598)
N (-3.130, -1.262, 3.058)
N (-3.635, 0.419, 1.604)
H (-2.203, -0.880, 2.985)
H (-3.472, -1.829, 3.808)
H (-4.263, 1.026, 1.113)
H (-2.630, 0.614, 1.547)
C (3.175, -3.722, 1.125)
O (2.668, -4.665, 0.529)
N (3.658, -3.820, 2.380)
N (3.309, -2.487, 0.538)
H (4.148, -3.049, 2.799)
H (3.327, -4.620, 2.888)
H (3.615, -1.735, 1.130)
H (2.862, -2.414, -0.355)
C (-0.238, -4.526, 2.833)
O (0.048, -4.794, 1.668)
N (-0.477, -3.333, 3.419)
N (-0.408, -5.605, 3.692)
H (-0.209, -2.441, 2.986)
H (-0.734, -3.306, 4.388)
H (-0.460, -6.488, 3.218)
H (-0.989, -5.323, 4.465)
C (3.998, -0.378, 3.299)
O (5.047, -0.653, 3.887)
N (3.888, 0.169, 2.048)
N (2.785, -0.599, 3.847)
H (4.732, 0.158, 1.500)
H (2.952, 0.197, 1.681)
H (1.934, -0.586, 3.314)
H (2.789, -0.709, 4.847)
C (-2.348, -3.601, -2.896)
O (-2.319, -3.772, -1.490)
C (-1.355, -2.974, -0.778)
C (0.075, -3.223, -1.212)
N (0.414, -4.631, -1.331)
C (1.526, -4.737, -2.266)
C (2.077, -6.122, -2.492)
O (2.426, -6.747, -1.259)
C (3.047, -7.987, -1.442)
H (-1.725, -4.356, -3.383)
H (-2.169, -2.577, -3.231)
H (-3.388, -3.877, -3.090)
H (-1.535, -3.150, 0.278)
H (-1.616, -1.936, -0.994)
H (0.697, -2.711, -0.478)
H (0.217, -2.708, -2.174)
H (-0.422, -5.029, -1.748)
H (2.324, -4.047, -1.995)
H (1.210, -4.428, -3.278)
H (2.932, -6.054, -3.177)
H (1.386, -6.792, -3.020)
H (3.313, -8.494, -0.513)
H (3.864, -8.021, -2.169)
H (2.392, -8.799, -1.805)
C (-0.336, 3.601, 5.338)
O (-1.739, 3.561, 5.126)
C (-2.184, 3.050, 3.870)
C (-1.933, 3.968, 2.658)
N (-0.535, 4.043, 2.282)
C (-0.193, 4.769, 1.112)
C (1.293, 4.639, 0.729)
O (1.711, 5.419, -0.361)
C (1.104, 4.962, -1.574)
H (0.204, 2.706, 5.018)
H (-0.131, 3.826, 6.384)
H (0.001, 4.465, 4.758)
H (-3.263, 2.981, 3.985)
H (-1.670, 2.108, 3.664)
H (-2.350, 4.963, 2.846)
H (-2.451, 3.619, 1.750)
H (-0.066, 3.192, 2.551)
H (-0.349, 5.852, 1.125)
H (-0.703, 4.372, 0.222)
H (1.463, 3.590, 0.437)
H (2.016, 4.703, 1.546)
H (0.039, 5.188, -1.541)
H (1.299, 3.914, -1.810)
H (1.499, 5.556, -2.399)
C (1.341, 0.595, -2.651)
O (0.222, 1.255, -3.195)
C (-0.799, 1.433, -2.190)
C (-1.935, 2.293, -2.697)
N (-1.427, 3.578, -3.171)
C (-2.343, 4.166, -4.139)
C (-1.686, 5.396, -4.740)
O (-2.552, 5.830, -5.802)
C (-2.159, 7.105, -6.269)
H (1.776, 0.980, -1.722)
H (2.114, 0.611, -3.419)
H (1.082, -0.439, -2.398)
H (-0.363, 2.056, -1.398)
H (-1.107, 0.492, -1.736)
H (-2.725, 2.406, -1.953)
H (-2.407, 1.706, -3.499)
H (-0.539, 3.483, -3.651)
H (-3.302, 4.280, -3.624)
H (-2.675, 3.534, -4.977)
H (-0.714, 5.127, -5.160)
H (-1.638, 6.181, -3.982)
H (-2.407, 7.290, -7.313)
H (-1.069, 7.148, -6.165)
H (-2.554, 7.929, -5.666)

Atoms 1-2, force components in eV/Å:
B 0.7 0.2 0.0
F -0.3 0.5 -0.3

Record 3
The following is a quantum chemistry calculation of 8 unconnected molecules or ions with the total composition C4H23NO9S in a non-equilibrium geometry, from the OMol25 dataset.

Output
- Max |F|: 0.081 Eh/bohr
- Molar mass: 261.293 g mol⁻¹
- Total charge: 0
- Orbital gap: 9.238 eV
- Total energy: -35272.2602 eV
- Energy relative to the best compared isomer or geometry (same formula, charge and spin): 324.2 kJ/mol

Element x y z (Å)
O (-0.414, -0.887, 3.283)
C (0.568, -0.391, 2.790)
C (0.425, 0.083, 1.331)
C (1.768, 0.409, 0.769)
S (2.489, -1.017, 0.061)
N (-0.528, 1.264, 1.251)
C (-1.636, 1.351, 2.126)
O (-2.534, 2.357, 1.559)
H (1.456, 0.014, 3.286)
H (-0.079, -0.641, 0.645)
H (1.783, 1.131, -0.022)
H (2.546, 0.856, 1.443)
H (1.705, -1.627, -0.754)
H (0.144, 2.041, 1.228)
H (-2.254, 0.417, 2.172)
H (-1.477, 1.772, 3.099)
H (-2.620, 2.191, 0.598)
O (-0.150, 2.633, -1.963)
H (-0.565, 2.226, -2.743)
H (-0.626, 2.175, -1.275)
O (1.829, 3.271, -0.531)
H (1.201, 3.016, -1.223)
H (1.486, 4.060, -0.109)
O (-1.545, -3.028, 2.457)
H (-1.679, -2.087, 2.362)
H (-0.600, -3.112, 2.586)
O (-0.918, -2.242, -3.223)
H (-0.112, -1.712, -3.196)
H (-0.724, -3.004, -2.636)
O (-1.473, 0.516, -3.162)
H (-1.855, 0.501, -4.087)
H (-1.391, -0.368, -2.816)
O (-1.024, -3.711, -0.285)
H (-1.753, -4.027, -0.802)
H (-1.506, -3.479, 0.546)
O (1.471, 0.608, -3.531)
H (1.957, 1.211, -2.986)
H (0.955, 1.019, -4.239)

Atoms 1-2, force components in eV/Å:
O 1.1 0.0 1.2
C -2.0 0.9 -1.9

Record 4
The following is a quantum chemistry calculation of a molecular structure, C3H4FeO in a non-equilibrium geometry, from the OMol25 dataset.

Output
- ⟨S²⟩: 8.77
- Max |F|: 0.050 Eh/bohr
- Molar mass: 111.909 g mol⁻¹
- Total charge: +1
- Orbital gap (spin up / spin down): 6.637 / 7.725 eV
- Total energy: -39596.5587 eV
- Multiplicity: 6

Element x y z (Å)
C (2.206, 1.372, -0.629)
C (1.077, 0.398, -0.932)
C (1.416, 0.967, 0.431)
H (3.260, 1.137, -0.801)
H (1.340, -0.641, -1.178)
H (0.240, 0.823, -1.504)
H (1.464, 0.650, 1.471)
O (2.107, 3.041, -1.308)
Fe (1.073, 4.454, -0.916)

Atoms 1-2, force components in eV/Å:
C 0.8 1.4 -2.0
C 0.6 1.1 0.7

Record 5
The following is a quantum chemistry calculation of C4H5N3O in the gas phase in a non-equilibrium geometry, from the OMol25 dataset.

Output
- Max |F|: 0.109 Eh/bohr
- Molar mass: 111.104 g mol⁻¹
- Total charge: 0
- Orbital gap: 9.612 eV
- Total energy: -10744.3607 eV
- Energy relative to the best compared isomer or geometry (same formula, charge and spin): 314.0 kJ/mol

Element x y z (Å)
N (-0.636, 1.830, -0.144)
C (-0.812, 0.418, -0.098)
N (-1.736, -0.498, -0.302)
C (-1.016, -1.716, -0.182)
C (0.237, -1.465, 0.177)
N (0.440, -0.100, -0.030)
C (1.800, 0.326, -0.055)
O (2.731, -0.354, -0.344)
H (-1.498, 2.397, -0.591)
H (-0.632, 2.088, 0.893)
H (-1.672, -2.484, 0.045)
H (1.232, -1.958, 0.203)
H (1.561, 1.517, 0.430)

Atoms 1-2, force components in eV/Å:
N -4.2 2.3 0.8
C 0.3 1.1 -2.3

Record 6
The following is a quantum chemistry calculation of 6 unconnected molecules or ions with the total composition C22H33N3O4 in a non-equilibrium geometry, from the OMol25 dataset.

Output
- Max |F|: 0.097 Eh/bohr
- Molar mass: 403.523 g mol⁻¹
- Total charge: 0
- Orbital gap: 8.646 eV
- Total energy: -36006.5505 eV
- Energy relative to the best compared isomer or geometry (same formula, charge and spin): 505.8 kJ/mol

Element x y z (Å)
C (2.509, 33.183, -0.806)
C (2.290, 33.759, 0.494)
C (1.052, 34.368, 0.525)
N (0.510, 34.219, -0.730)
C (1.317, 33.456, -1.538)
H (3.370, 32.565, -1.012)
H (3.014, 33.552, 1.268)
H (0.632, 35.011, 1.285)
H (-0.361, 34.626, -1.040)
H (1.077, 33.176, -2.553)
C (-0.612, 28.735, -5.172)
C (-1.031, 29.959, -4.628)
C (0.139, 30.536, -4.309)
N (1.238, 29.741, -4.604)
C (0.788, 28.577, -5.160)
H (-1.270, 27.968, -5.553)
H (-2.031, 30.228, -4.319)
H (0.361, 31.534, -3.962)
H (2.199, 30.021, -4.471)
H (1.541, 27.832, -5.370)
C (-1.253, 31.129, 4.982)
C (-1.934, 29.971, 4.739)
C (-1.884, 29.108, 5.768)
N (-1.143, 29.803, 6.684)
C (-0.746, 31.024, 6.210)
H (-1.106, 32.009, 4.373)
H (-2.595, 29.775, 3.908)
H (-2.383, 28.163, 5.928)
H (-0.923, 29.314, 7.540)
H (-0.180, 31.759, 6.763)
O (-4.775, 29.932, 0.118)
C (-4.398, 30.797, -0.726)
C (-5.122, 31.283, -1.928)
C (-4.448, 32.629, -2.182)
C (-3.061, 32.353, -1.715)
O (-3.197, 31.389, -0.700)
H (-4.891, 30.617, -2.759)
H (-6.162, 31.171, -1.622)
H (-4.473, 32.724, -3.267)
H (-4.994, 33.347, -1.569)
H (-2.551, 31.876, -2.552)
H (-2.542, 33.191, -1.250)
C (0.490, 23.699, -1.432)
C (0.499, 24.989, -2.273)
C (1.184, 26.193, -1.861)
O (-0.054, 24.865, -3.325)
H (-0.124, 23.640, -0.533)
H (1.520, 23.490, -1.142)
H (0.163, 22.859, -2.044)
H (0.620, 26.675, -1.063)
H (1.371, 26.866, -2.699)
H (2.160, 25.916, -1.463)
C (0.765, 29.958, -0.716)
C (-0.379, 29.595, 0.229)
C (-0.670, 30.623, 1.358)
O (-1.062, 28.632, 0.068)
H (0.759, 29.510, -1.709)
H (1.701, 29.585, -0.298)
H (0.805, 31.042, -0.609)
H (-1.684, 30.960, 1.142)
H (-0.105, 31.552, 1.293)
H (-0.572, 30.179, 2.348)

Atoms 1-2, force components in eV/Å:
C -2.5 0.8 0.3
C 0.2 -0.8 -0.7

Record 7
The following is a quantum chemistry calculation of C2H6O2 in the gas phase in a non-equilibrium geometry, from the OMol25 dataset.

Output
- Max |F|: 0.073 Eh/bohr
- Molar mass: 62.068 g mol⁻¹
- Total charge: 0
- Orbital gap: 11.383 eV
- Total energy: -6265.5504 eV
- Energy relative to the best compared isomer or geometry (same formula, charge and spin): 68.0 kJ/mol

Element x y z (Å)
C (-0.918, 0.041, -0.135)
C (0.520, 0.136, 0.294)
O (1.338, 0.926, -0.455)
O (0.943, -1.196, 0.294)
H (-1.124, -0.883, -0.649)
H (-1.550, 0.173, 0.753)
H (-1.167, 0.795, -0.779)
H (0.588, 0.725, 1.349)
H (1.540, 0.368, -1.169)
H (1.780, -1.214, 0.683)

Atoms 1-2, force components in eV/Å:
C -0.2 -0.7 1.7
C -1.2 1.0 3.4

Record 8
The following is a quantum chemistry calculation of a molecular structure, C22H43DyN2OP2 in a non-equilibrium geometry, from the OMol25 dataset.

Output
- ⟨S²⟩: 9.03
- Max |F|: 0.090 Eh/bohr
- Molar mass: 576.047 g mol⁻¹
- Total charge: +2
- Orbital gap (spin up / spin down): 5.264 / 6.597 eV
- Total energy: -71181.9903 eV
- Multiplicity: 6
- Energy relative to the best compared isomer or geometry (same formula, charge and spin): 388.5 kJ/mol

Element x y z (Å)
Dy (0.358, 1.549, 0.926)
P (-1.369, 2.694, -0.902)
P (0.865, -2.679, 0.221)
N (-1.465, 0.443, 0.802)
C (-2.962, 2.272, -0.089)
H (-3.309, 3.105, 0.557)
H (-3.714, 2.134, -0.873)
C (-2.852, 0.972, 0.745)
H (-3.239, 1.132, 1.764)
H (-3.504, 0.200, 0.291)
C (-1.368, -0.975, 0.446)
H (-1.199, -1.030, -0.653)
H (-2.345, -1.463, 0.607)
C (-0.313, -1.762, 1.246)
H (-0.843, -2.506, 1.874)
H (0.265, -1.120, 1.925)
C (1.763, -3.802, 1.344)
C (2.465, -2.989, 2.451)
H (1.740, -2.567, 3.158)
H (3.080, -2.185, 2.037)
H (3.124, -3.672, 3.016)
C (-0.069, -3.584, -1.070)
C (0.761, -4.041, -2.271)
H (0.090, -4.547, -2.973)
H (1.552, -4.759, -1.991)
H (1.220, -3.198, -2.799)
C (-1.685, 3.538, -2.483)
C (-0.431, 4.282, -2.999)
H (-0.573, 4.510, -4.073)
H (0.485, 3.674, -2.917)
H (-0.271, 5.242, -2.482)
C (-0.645, 3.940, 0.341)
C (0.867, 4.190, 0.118)
H (1.269, 4.750, 0.972)
H (1.018, 4.791, -0.783)
H (1.531, 3.294, -0.019)
C (2.066, -1.495, -0.450)
C (-0.886, -4.728, -0.449)
H (-1.613, -4.355, 0.294)
H (-1.441, -5.235, -1.241)
H (-0.233, -5.474, 0.051)
C (-2.927, 4.417, -2.510)
H (-3.086, 4.767, -3.540)
H (-3.817, 3.874, -2.210)
H (-2.820, 5.302, -1.879)
C (-1.420, 5.263, 0.367)
H (-1.088, 5.844, 1.232)
H (-1.238, 5.866, -0.532)
H (-2.504, 5.106, 0.485)
C (2.758, -4.721, 0.592)
H (3.491, -4.125, 0.003)
H (3.315, -5.300, 1.340)
H (2.251, -5.440, -0.077)
H (0.985, -4.442, 1.793)
H (-0.798, 3.477, 1.353)
H (-0.786, -2.822, -1.439)
H (-1.847, 2.686, -3.175)
O (1.964, -0.240, -0.108)
H (2.382, -1.721, -1.554)
H (2.971, -2.194, -1.093)
C (1.210, 0.589, 5.806)
C (2.325, 0.846, 4.999)
C (2.150, 1.029, 3.642)
N (0.900, 1.030, 3.110)
C (-0.202, 0.729, 3.863)
C (-0.051, 0.516, 5.233)
H (1.340, 0.443, 6.888)
H (3.334, 0.910, 5.412)
H (2.979, 1.200, 2.931)
H (-1.144, 0.663, 3.332)
H (-0.940, 0.304, 5.811)

Atoms 1-2, force components in eV/Å:
Dy 1.5 -3.1 -2.0
P 0.5 -0.1 0.1